1.
{
  "formula": "H16NO11",
  "method": "ωB97M-V/def2-TZVPD",
  "species": ["N", "O", "O", "O", "O", "H", "H", "O", "H", "H", "O", "H", "H", "O", "H", "H", "O", "H", "H", "O", "H", "H", "O", "H", "H", "O", "H", "H"],
  "positions_angstrom": [[0.7136, 0.4759, 1.0203], [-0.0135, 1.1962, 0.3135], [1.9690, 0.5001, 0.6946], [0.2315, -0.4491, 1.6878], [-1.4074, -1.3512, -0.6401], [-1.0060, -0.7373, -0.0744], [-0.7244, -1.4698, -1.2701], [1.0438, -2.9585, 2.4482], [0.8672, -1.9862, 2.4147], [1.9500, -3.0792, 2.7891], [2.0043, 0.9617, -2.2649], [1.9952, 1.0465, -1.3452], [1.8241, 0.0381, -2.4491], [-2.7011, 1.6981, 0.1352], [-1.7494, 1.6963, 0.2666], [-2.8221, 2.3391, -0.5208], [-0.7608, 0.9842, -2.5983], [-1.1533, 0.2265, -3.0105], [0.0046, 0.5913, -2.2290], [-2.3718, -1.2977, 2.3393], [-2.3475, -1.5392, 3.3135], [-1.5040, -0.9564, 2.1079], [-0.8803, 3.7825, -1.5712], [-0.6585, 2.9132, -1.9157], [-0.3425, 3.8116, -0.7919], [2.5929, -2.1617, -0.0092], [2.9504, -2.8133, 0.6052], [2.2960, -1.4614, 0.5545]],
  "atomic_forces_ev_per_a": [[1.934, -0.615, -3.980], [-0.249, 0.526, 1.128], [-1.446, -0.180, 1.931], [0.349, 0.645, 1.052], [-1.475, -1.339, -0.763], [0.360, 1.619, 1.639], [0.924, -0.605, -1.084], [0.505, 0.286, 0.513], [0.353, -0.867, -0.128], [-0.761, 0.329, -0.147], [0.019, -0.103, -2.648], [0.110, 0.100, 2.816], [0.394, -0.221, 0.098], [-0.245, -1.094, 1.511], [0.179, -0.328, 0.129], [-0.322, 1.496, -1.602], [-0.929, 0.632, -0.670], [-0.998, -0.343, -0.376], [1.518, 0.150, 0.854], [-0.718, -0.712, 2.032], [0.223, 0.552, -1.979], [0.220, 0.101, 0.122], [-0.281, 0.159, -0.412], [-0.198, -0.439, -0.438], [0.394, 0.202, 0.802], [0.733, -1.037, -0.651], [-0.265, 0.003, -0.240], [-0.328, 1.085, 0.489]],
  "total_charge": -1,
  "e_tot_ha": -891.95063,
  "relative_energy_kcal_mol": 32.0,
  "orbital_gap_ev": 10.08
}

---

2.
{
  "formula": "C5H12NO2",
  "method": "ωB97M-V/def2-TZVPD",
  "species": ["O", "C", "C", "C", "C", "C", "N", "H", "H", "H", "H", "H", "H", "H", "H", "H", "H", "H", "H", "O"],
  "positions_angstrom": [[0.1364, -1.0281, 2.3303], [-0.8431, -1.5665, 1.8614], [-2.0008, -0.8928, 1.1512], [-1.6334, -0.3594, -0.3004], [-0.1755, -0.0272, -0.6804], [0.3051, -0.6989, -1.7275], [0.7431, 0.8584, 0.1045], [-0.9083, -2.6282, 2.1756], [-2.1831, 0.0674, 1.7024], [-2.7892, -1.6432, 0.9828], [-1.8875, -1.1719, -1.0021], [-2.3200, 0.4713, -0.5192], [1.3205, -0.5534, -2.0917], [-0.2452, -1.3398, -2.4126], [0.2867, 1.7652, 0.1926], [1.6203, 0.9538, -0.4059], [0.9735, 0.2886, 0.9443], [3.5228, 2.5316, -0.0192], [3.1763, 2.6624, -1.5678], [2.9015, 2.3106, -0.7185]],
  "atomic_forces_ev_per_a": [[0.186, 1.063, -1.046], [-0.024, -0.891, 1.456], [1.546, 1.091, -0.966], [0.092, -0.186, 0.234], [-0.847, -1.783, -0.899], [1.068, 0.968, -0.310], [-1.085, -2.098, -0.761], [-0.585, -0.021, -0.694], [-0.605, -1.356, 0.084], [-0.134, 0.862, 0.663], [0.085, 0.556, 0.227], [0.288, -0.135, 0.044], [0.070, 0.126, 0.271], [-0.336, 0.056, 0.673], [0.455, 0.056, 0.805], [0.347, 0.694, -0.302], [-0.621, 1.016, 0.569], [0.318, 0.253, -0.363], [0.423, 0.215, 0.140], [-0.641, -0.486, 0.173]],
  "total_charge": 1,
  "e_tot_ha": -402.65983,
  "relative_energy_kcal_mol": 38.9,
  "orbital_gap_ev": 10.69
}

---

3.
{
  "formula": "C15H48N7O12",
  "method": "ωB97M-V/def2-TZVPD",
  "species": ["N", "O", "O", "O", "C", "O", "H", "H", "H", "H", "C", "O", "H", "H", "H", "H", "C", "O", "H", "H", "H", "H", "C", "O", "N", "N", "H", "H", "H", "H", "C", "O", "N", "N", "H", "H", "H", "H", "C", "O", "N", "N", "H", "H", "H", "H", "C", "C", "C", "O", "H", "H", "H", "H", "H", "H", "H", "H", "C", "C", "C", "O", "H", "H", "H", "H", "H", "H", "H", "H", "C", "C", "C", "O", "H", "H", "H", "H", "H", "H", "H", "H"],
  "positions_angstrom": [[0.6358, -0.3379, -0.0779], [0.8674, 0.0283, -1.2421], [1.5929, -0.4989, 0.7105], [-0.5256, -0.4709, 0.3432], [-1.6774, -2.7236, -1.4859], [-2.1797, -4.0077, -1.9028], [-2.4928, -2.1068, -1.1109], [-0.9096, -2.8812, -0.7309], [-1.2084, -2.2273, -2.3382], [-3.1377, -3.9683, -1.9042], [2.7759, 3.1027, -0.2570], [2.1668, 4.3324, 0.1528], [2.4486, 2.3034, 0.4072], [2.5908, 2.8769, -1.3058], [3.8574, 3.2088, -0.1366], [1.6339, 4.6660, -0.5715], [1.9578, 1.1628, 4.2097], [0.8458, 1.4720, 5.0507], [1.6269, 0.9329, 3.1945], [2.5366, 2.0837, 4.2102], [2.5335, 0.3316, 4.6215], [0.2234, 0.7395, 5.0495], [0.7912, -2.5440, 3.5710], [0.5726, -3.2017, 4.5804], [-0.0819, -1.6195, 3.0745], [1.9393, -2.6439, 2.8302], [0.1594, -1.0210, 2.2970], [-0.9286, -1.4411, 3.5821], [2.6070, -3.3692, 2.9980], [2.1266, -1.8952, 2.1838], [-2.3798, 1.2019, -2.8327], [-3.2235, 1.7123, -3.5591], [-2.4982, 1.0342, -1.4779], [-1.2045, 0.6651, -3.2865], [-1.8334, 0.4271, -1.0154], [-3.2241, 1.4736, -0.9414], [-1.0042, 0.5952, -4.2643], [-0.5950, 0.2478, -2.5984], [5.0415, -0.2266, -0.5540], [6.2590, -0.0805, -0.5541], [4.1966, 0.5431, -1.3087], [4.3754, -1.0741, 0.2964], [4.6610, 1.1317, -1.9739], [3.1959, 0.4307, -1.2844], [3.4059, -0.8418, 0.4604], [4.9262, -1.6444, 0.9074], [1.6048, -1.5726, -6.1380], [2.2948, -1.2911, -4.8165], [3.7431, -0.9033, -5.0161], [1.5701, -0.2067, -4.2107], [2.0431, -2.4416, -6.6320], [1.7443, -0.7179, -6.8031], [0.5465, -1.7601, -5.9673], [2.1886, -2.1680, -4.1681], [4.2866, -1.6746, -5.5765], [4.2952, -0.6881, -4.1055], [3.7948, -0.0372, -5.6843], [1.7803, -0.2037, -3.2699], [-0.9616, 2.3636, 1.8288], [-2.3082, 3.0198, 2.0603], [-2.3960, 4.3487, 1.3247], [-3.3601, 2.2080, 1.5505], [-0.9264, 1.3883, 2.3204], [-0.1374, 2.9814, 2.1923], [-0.7865, 2.2226, 0.7596], [-2.4851, 3.2198, 3.1237], [-2.2480, 4.1985, 0.2547], [-1.6797, 5.0680, 1.7246], [-3.3973, 4.7697, 1.4496], [-3.1196, 1.2676, 1.5581], [-3.6267, -2.6812, 2.6501], [-4.0554, -1.5601, 1.7055], [-5.2473, -0.8172, 2.2965], [-2.9975, -0.5793, 1.6583], [-3.3799, -2.2476, 3.6163], [-2.7433, -3.1811, 2.2415], [-4.4053, -3.4391, 2.7455], [-4.2335, -1.9395, 0.6973], [-5.0884, -0.6690, 3.3649], [-6.1853, -1.3483, 2.1305], [-5.3468, 0.1820, 1.8680], [-2.2235, -0.9891, 1.2497]],
  "atomic_forces_ev_per_a": [[0.298, 0.587, 0.240], [-0.123, -0.267, -0.049], [-0.110, -0.081, 0.162], [0.153, -0.132, -0.493], [-0.056, -0.526, -0.426], [0.103, 0.156, 0.143], [0.167, 0.180, 0.140], [-0.143, 0.037, 0.176], [-0.107, 0.123, 0.021], [0.021, 0.011, -0.057], [0.413, 0.550, 0.365], [-0.028, -0.078, -0.172], [-0.144, -0.168, -0.219], [-0.240, -0.149, 0.048], [-0.032, -0.080, -0.005], [-0.069, -0.028, 0.045], [-0.570, 0.254, 0.317], [-0.099, -0.004, 0.067], [0.146, -0.026, -0.059], [0.283, -0.171, -0.179], [0.139, 0.015, -0.113], [0.104, -0.108, -0.100], [0.169, -0.054, 0.414], [-0.083, -0.110, -0.293], [-0.030, 0.202, 0.147], [-0.197, 0.349, -0.147], [-0.131, -0.175, -0.020], [0.019, -0.052, 0.049], [-0.013, 0.042, 0.258], [0.124, -0.302, -0.232], [-0.076, -0.485, -0.236], [0.145, 0.203, 0.232], [0.064, -0.104, -0.028], [-0.255, 0.046, 0.316], [-0.203, 0.360, 0.260], [-0.054, 0.044, -0.091], [-0.001, 0.029, -0.012], [0.294, 0.095, -0.445], [0.102, 0.394, 1.087], [-0.287, -0.360, -0.500], [0.507, -0.230, -0.160], [0.155, 0.208, -0.744], [-0.260, 0.164, -0.076], [-0.040, 0.005, -0.124], [-0.042, -0.465, 0.233], [-0.034, 0.147, 0.185], [0.249, -0.051, 0.009], [-0.386, 0.292, 0.176], [0.434, -0.151, -0.841], [0.169, -0.218, -0.084], [-0.004, -0.040, 0.065], [-0.206, 0.036, 0.015], [-0.044, 0.067, -0.098], [0.196, -0.045, -0.024], [-0.079, -0.163, 0.303], [-0.126, -0.008, 0.187], [-0.136, 0.169, 0.279], [-0.100, 0.086, 0.070], [0.201, 0.000, 0.121], [0.023, 0.243, -0.577], [-0.377, 0.074, 0.162], [-0.235, 0.012, -0.116], [0.116, 0.026, 0.003], [-0.082, -0.027, 0.183], [-0.175, -0.071, -0.034], [0.126, -0.209, 0.093], [0.182, 0.006, 0.000], [0.100, -0.038, -0.109], [0.033, -0.014, 0.029], [0.059, 0.039, 0.231], [0.157, -0.170, -0.829], [0.233, 0.553, 1.057], [-0.104, 0.189, -0.381], [-0.090, -0.471, -0.205], [-0.046, -0.098, 0.117], [0.033, 0.003, 0.168], [-0.076, 0.065, 0.145], [-0.195, 0.039, -0.041], [-0.042, -0.119, 0.046], [0.049, -0.098, 0.108], [0.031, -0.097, -0.173], [0.135, 0.144, 0.023]],
  "total_charge": -1,
  "e_tot_ha": -1886.59272,
  "relative_energy_kcal_mol": 0.0,
  "orbital_gap_ev": 9.49
}